No. 1
Molecular formula: C27H37Cl5N4OReS2Sb
Method: DFT, ωB97M-V/def2-TZVPD

Each line ends with the Löwdin charge.
Positions of all 78 atoms, in Å:
Re -1.03632 -0.76094 -0.42551  0.538
Sb 0.67245 -1.38892 -2.48542  1.402
Cl -4.60069 -3.79243 -2.75660  0.811
Cl -0.75919 -3.60660 2.18632  0.807
Cl -2.58940 -6.05183 1.72737  0.794
Cl -2.66733 -1.29816 -2.18894  0.728
Cl -4.52970 -6.14829 -0.67048  0.852
S -2.76291 0.60831 0.46288  0.690
S 0.39932 -0.21797 1.33249  0.674
O -0.00015 2.21611 3.97079  0.132
N 1.68459 -1.55142 3.26913  -0.114
N -1.88632 3.15908 0.48513  0.084
N -1.66770 1.98255 2.47099  0.111
N 1.95669 -2.50988 1.33391  0.026
C 0.09900 6.43837 3.54341  -0.028
C -3.54558 -3.79742 -1.42731  -0.708
C 0.20774 5.06355 3.53161  0.004
C 2.76792 -3.38137 2.21944  -0.074
C 1.65700 -4.01722 -3.73481  -0.138
C -0.90358 4.28902 3.20510  -0.180
C 0.35772 3.67426 -1.71253  -0.075
C -2.02156 2.06813 1.18312  -0.663
C 1.12863 -0.68851 4.33977  0.005
C 0.51725 -3.48354 -2.85726  -0.379
C 0.74521 -0.83236 -5.50671  -0.140
C -2.24748 6.26813 2.97451  -0.038
C -0.76757 2.82778 3.28284  -0.328
C -3.49088 -4.84172 -0.49144  -0.667
C 3.71227 -1.44572 -1.56529  -0.160
C -2.60279 -4.78044 0.60536  -0.689
C 2.45324 -2.78660 3.60209  -0.056
C -0.01643 -0.39605 -4.24169  -0.399
C -2.07295 3.29676 -0.98682  -0.144
C -1.12604 7.04092 3.26506  -0.018
C 2.73868 -0.88129 -2.59661  -0.381
C -1.76155 -3.68259 0.78459  -0.638
C -2.69266 -2.76502 -1.20591  -0.642
C -1.77120 -2.63818 -0.15570  -0.399
C 1.38824 -1.51924 1.99212  -0.730
C -2.13943 4.89217 2.94280  -0.052
C -0.87211 2.76198 -1.77447  -0.243
H 3.34384 -2.53678 4.16556  0.139
H 1.81261 -0.61119 -5.44849  0.073
H -3.03488 4.28714 2.79362  0.130
H -0.60757 1.76562 -1.37891  0.043
H 1.16405 3.30569 -2.35261  0.078
H -1.18965 2.62650 -2.81363  0.120
H -1.07768 -0.59996 -4.33183  0.024
H 3.66659 -2.53950 -1.49628  0.068
H 1.53723 -5.09682 -3.84768  0.095
H 0.75239 3.75988 -0.69242  0.079
H 0.16897 -1.07923 4.68505  0.110
H 2.46951 -4.41865 2.13185  0.125
H 0.35248 -0.28692 -6.36513  0.092
H -1.21371 8.12114 3.29311  0.127
H -2.98951 2.79808 -1.26833  0.105
H -0.46397 -3.61022 -3.32367  0.065
H 2.76116 0.20572 -2.61366  0.064
H -2.19702 4.35812 -1.18451  0.141
H 1.83224 -3.44058 4.21197  0.134
H 1.65100 -3.58385 -4.73658  0.068
H 0.48503 -3.96850 -1.88269  0.044
H 1.00537 0.33225 3.99200  0.040
H 0.96474 7.04690 3.77863  0.126
H 2.64302 -3.84474 -3.29290  0.069
H 3.81855 -3.29555 1.96502  0.131
H 1.82562 -0.68964 5.17193  0.111
H 1.80771 -2.68581 0.36579  0.103
H 4.72896 -1.19691 -1.87476  0.094
H -3.20733 6.74050 2.78645  0.125
H 0.10139 4.67828 -2.06246  0.093
H 3.56482 -1.00887 -0.58032  0.059
H 0.62042 -1.89577 -5.71696  0.066
H -1.75193 1.06227 2.86683  0.117
H 1.14385 4.57532 3.78292  0.132
H -1.54942 3.97520 0.98966  0.133
H 2.98595 -1.23979 -3.59757  0.058
H 0.12073 0.66726 -4.04636  0.048

Cartesian forces (eV/Å) of the 2 atoms listed first:
0.56 -0.42 1.79
0.02 0.41 -0.40

Properties
Energy relative to the best compared isomer or geometry (same formula, charge and spin) in kJ/mol: 77.0
Spin multiplicity: 2
Kohn-Sham gap (spin up / spin down) in eV: 5.5 / 5.9
Expectation value of S²: 0.763
E_HOMO (spin up / spin down) in eV: -16.5 / -16.5
Net charge: +3

---

No. 2
Molecular formula: C23H55F6N6O28P3
Method: DFT, ωB97M-V/def2-TZVPD

Each line ends with the Löwdin charge.
Positions of all 121 atoms, in Å:
P 2.40131 4.84830 3.12069  0.329
P 0.90520 -0.30064 5.36543  0.330
P 0.79113 4.80181 -2.48564  0.359
F -0.30478 -3.89733 -5.27334  0.165
F 3.92050 0.13626 -0.12097  0.177
F 3.18965 -1.08111 -1.74609  0.170
F -1.79841 -3.58686 -3.71292  0.165
F 0.30090 -3.44725 -3.23822  0.153
F 3.44697 1.04033 -2.02736  0.156
O -1.12345 -0.59506 -3.88900  0.053
O 3.24575 5.13014 4.43551  -0.209
O -5.16081 -1.32128 3.74320  0.057
O 4.08750 -2.99389 -6.86287  0.059
O 1.31040 1.49674 -0.33520  0.153
O 0.00629 3.86843 -3.29086  -0.215
O 2.27213 -0.70705 5.65333  -0.215
O 0.87273 -0.67198 -0.77291  0.052
O 0.57913 -0.73962 -5.19212  0.065
O 3.65152 -1.32713 -5.56154  0.063
O 3.50823 4.18554 2.22937  -0.196
O 0.40674 1.04966 6.03156  -0.229
O 0.61595 4.57908 -0.92381  -0.226
O 0.64280 -6.03134 -3.57123  0.026
O -3.99912 -3.66750 -1.81317  0.067
O -2.69558 1.53106 1.40522  0.055
O 0.12724 -5.48414 1.61299  0.078
O -0.25179 -1.28473 5.78607  -0.202
O -1.89150 -5.16754 2.31282  0.053
O -1.59205 -6.29521 -3.76526  0.163
O 0.55617 6.35451 -2.65447  -0.205
O -4.90621 -2.02049 -0.77032  0.050
O 2.35956 4.69292 -2.65321  -0.213
O 0.65520 -0.14874 3.80868  -0.195
O -3.35748 1.55410 -0.64891  0.078
O -5.41746 -3.45936 3.82338  0.074
O 2.22305 6.29520 2.49760  -0.211
O 1.13498 4.17016 3.33290  -0.210
N -4.86099 -2.45203 3.43496  -0.446
N -4.95792 -2.99405 -1.49448  -0.430
N -1.06797 -5.37109 1.43641  -0.434
N -0.32086 -0.11733 -4.66544  -0.425
N 3.72580 -2.51323 -5.80715  -0.447
N -3.53985 1.39716 0.53699  -0.426
C -4.90088 1.02316 0.98240  0.047
C 0.88194 -7.42846 -3.28815  -0.185
C 2.58599 5.74239 5.53984  -0.092
C 1.62552 0.39762 -0.68820  -0.379
C -6.27158 -3.34746 -2.07400  0.051
C 3.31452 7.12353 2.12987  -0.091
C -0.60354 -5.62141 -3.72110  -0.403
C -1.57644 -5.68755 0.07495  0.045
C -0.67027 4.17941 -0.40159  -0.072
C 3.31751 -3.46908 -4.75112  0.050
C -0.53571 -0.54257 -0.47123  -0.165
C 1.35205 -7.59865 -1.86956  -0.046
C -0.40642 1.34474 -4.93437  0.049
C 3.07472 0.10092 -1.14783  -0.539
C 1.59800 7.30168 -2.35442  -0.074
C -0.99491 -1.95240 -0.15145  -0.039
C 3.09955 3.22168 1.22505  -0.060
C 2.98095 3.79657 -3.56371  -0.077
C -0.60268 -4.09518 -3.97932  -0.557
C 1.08681 2.27532 5.79775  -0.109
C -0.85247 -1.22716 7.08061  -0.090
C -3.67679 -2.61411 2.55446  0.035
C -0.29807 0.72644 3.22785  -0.095
H 2.25799 3.08225 -3.96516  0.067
H -0.65577 -2.62922 -0.93773  0.064
H 2.03286 3.26327 1.04176  0.053
H -0.69791 1.47460 3.91327  0.089
H 2.15334 6.99414 -1.46943  0.077
H -0.78744 -2.21676 7.54010  0.089
H 0.39788 3.03654 5.42923  0.076
H 1.13518 8.25899 -2.13553  0.090
H 3.41298 4.32894 -4.40909  0.094
H -1.50770 -6.76980 -0.00421  0.106
H 1.84948 2.21149 5.02144  0.087
H 3.73185 3.21860 -3.03639  0.076
H 3.29792 6.44047 5.97424  0.091
H -6.47566 -2.67822 -2.90803  0.108
H -2.60317 -5.36675 -0.04867  0.085
H -0.65692 -2.32438 0.81611  0.083
H -0.00903 -8.01720 -3.49083  0.120
H -2.08800 -2.01276 -0.18308  0.062
H -1.91641 -1.02159 6.96720  0.089
H -0.66778 0.11257 0.38851  0.096
H -3.61754 -1.73428 1.92104  0.070
H -0.92589 -5.20388 -0.64729  0.083
H -0.37430 -0.51478 7.74695  0.084
H -1.03968 1.52772 -5.79341  0.106
H -0.81150 3.11086 -0.54627  0.065
H 2.40488 -7.39178 -1.70852  0.083
H 0.18155 1.27944 2.42036  0.085
H -2.79981 -2.60466 3.20085  0.107
H 3.27254 8.05454 2.69300  0.090
H -1.48623 4.72900 -0.87039  0.091
H 3.23593 7.34303 1.06455  0.080
H 3.38309 2.21651 1.52779  0.088
H -5.63247 1.60073 0.42926  0.101
H -0.64025 4.40022 0.66252  0.088
H 0.59740 1.74257 -5.02278  0.082
H -0.81444 1.79948 -4.03671  0.074
H 2.24249 5.03660 6.29546  0.077
H -5.03508 -0.04834 0.85421  0.072
H -7.03027 -3.20233 -1.31240  0.100
H 1.69869 6.29838 5.22158  0.092
H -1.05858 -0.15395 -1.34092  0.115
H 4.28020 6.64620 2.30127  0.089
H -1.13874 0.14398 2.85129  0.068
H 0.71258 -7.02960 -1.19840  0.060
H -6.24573 -4.35904 -2.46020  0.098
H 3.65210 3.49019 0.32737  0.096
H 1.20434 -8.65521 -1.62035  0.088
H 3.97113 -4.33053 -4.81124  0.098
H -5.00594 1.22456 2.04403  0.097
H 2.26594 -3.67989 -4.90879  0.079
H 1.52634 2.68017 6.70968  0.087
H 2.24556 7.35814 -3.22430  0.090
H 3.43954 -2.99140 -3.78294  0.089
H 1.64837 -7.73164 -4.00038  0.129
H -3.72827 -3.54107 2.00300  0.077

Cartesian forces (eV/Å) of the 2 atoms listed first:
0.95 0.91 0.19
-0.02 0.09 -0.58

Properties
Energy relative to the best compared isomer or geometry (same formula, charge and spin) in kJ/mol: 0.0
Kohn-Sham gap in eV: 9.7
SMILES string: CCOC(=O)C(F)(F)F.CCOC(=O)C(F)(F)F.COP(=O)(OC)OC.COP(=O)(OC)OC.COP(=O)(OC)OC.C[N+](=O)[O-].C[N+](=O)[O-].C[N+](=O)[O-].C[N+](=O)[O-].C[N+](=O)[O-].C[N+](=O)[O-]
E_HOMO in eV: -10.1
Net charge: 0

---

No. 3
Molecular formula: C3H10Si
Method: DFT, ωB97M-V/def2-TZVPD

Each line ends with the Löwdin charge.
Positions of all 14 atoms, in Å:
Si 1.30504 -1.79545 -0.13993  0.630
C -0.13375 0.80398 -0.46929  -0.371
C -1.20991 1.60613 0.22088  -0.159
C -0.14823 -0.53490 0.24425  -0.426
H -2.19670 1.04124 0.06220  0.097
H -0.18814 -0.30669 1.34925  0.080
H -0.22424 0.55012 -1.54029  0.106
H 1.19378 -2.68873 1.02734  -0.095
H -0.94369 1.70430 1.24482  0.047
H 2.81922 -1.29974 0.06866  -0.075
H -1.35023 2.69547 -0.16482  0.098
H 0.76742 1.41819 -0.27574  0.107
H -1.02052 -1.09619 -0.00977  0.044
H 1.32994 -2.09773 -1.61753  -0.083

Cartesian forces (eV/Å) of the 2 atoms listed first:
1.17 2.14 0.61
0.51 0.08 0.22

Properties
Energy relative to the best compared isomer or geometry (same formula, charge and spin) in kJ/mol: 100.6
Kohn-Sham gap in eV: 11.3
SMILES string: CCC[SiH3]
E_HOMO in eV: -10.2
Net charge: 0

---

No. 4
Molecular formula: C3H8O2
Method: DFT, ωB97M-V/def2-TZVPD

Each line ends with the Löwdin charge.
Positions of all 13 atoms, in Å:
O -3.07156 -3.43172 0.75011  -0.004
O 0.62953 1.59395 0.24764  -0.205
C 2.69236 2.41764 -0.68562  -0.104
C -2.11444 -2.74321 0.99519  -0.148
C 1.33718 1.50881 -1.09362  -0.216
H 1.64523 0.39585 -1.49911  0.136
H -2.04908 -1.68188 1.23430  0.070
H 3.48777 2.37337 -1.49237  0.057
H 2.42120 3.44583 -0.77581  0.027
H -1.11208 -3.06753 0.60064  0.082
H -0.36185 1.91838 0.19825  0.124
H 0.71469 2.05803 -1.82652  0.085
H 3.29979 2.16068 0.28294  0.097

Cartesian forces (eV/Å) of the 2 atoms listed first:
0.02 0.70 1.02
-2.16 -0.06 -1.59

Properties
Energy relative to the best compared isomer or geometry (same formula, charge and spin) in kJ/mol: 317.7
Kohn-Sham gap in eV: 10.7
SMILES string: C=O.CCO
E_HOMO in eV: -10.2
Net charge: 0

---

What is the net charge in the fourth record? 0

---

Which value of energy relative to the best compared isomer or geometry (same formula, charge and spin) does entry 2 give? 0.0 kJ/mol

---

Please write out number 3 again, unchanged.
Molecular formula: C3H10Si
Method: DFT, ωB97M-V/def2-TZVPD

Each line ends with the Löwdin charge.
Positions of all 14 atoms, in Å:
Si 1.30504 -1.79545 -0.13993  0.630
C -0.13375 0.80398 -0.46929  -0.371
C -1.20991 1.60613 0.22088  -0.159
C -0.14823 -0.53490 0.24425  -0.426
H -2.19670 1.04124 0.06220  0.097
H -0.18814 -0.30669 1.34925  0.080
H -0.22424 0.55012 -1.54029  0.106
H 1.19378 -2.68873 1.02734  -0.095
H -0.94369 1.70430 1.24482  0.047
H 2.81922 -1.29974 0.06866  -0.075
H -1.35023 2.69547 -0.16482  0.098
H 0.76742 1.41819 -0.27574  0.107
H -1.02052 -1.09619 -0.00977  0.044
H 1.32994 -2.09773 -1.61753  -0.083

Cartesian forces (eV/Å) of the 2 atoms listed first:
1.17 2.14 0.61
0.51 0.08 0.22

Properties
Energy relative to the best compared isomer or geometry (same formula, charge and spin) in kJ/mol: 100.6
Kohn-Sham gap in eV: 11.3
SMILES string: CCC[SiH3]
E_HOMO in eV: -10.2
Net charge: 0